C16H16ClN6O2S2 | ωB97M-V/def2-TZVPD

Positions of all 43 atoms, in Å:
1 O -2.132 -3.593 -0.657
2 S -1.262 -2.597 0.037
3 O 0.194 -2.933 -0.030
4 C -1.776 -2.491 1.813
5 C -1.224 -1.354 2.596
6 Cl -0.291 -0.031 1.952
7 N -1.482 -1.717 3.903
8 C -2.102 -2.833 3.882
9 S -2.578 -3.919 5.184
10 C -2.932 -5.205 4.029
11 C -2.657 -4.749 2.706
12 N -2.242 -3.401 2.702
13 N -1.580 -1.091 -0.674
14 C -2.874 -0.723 -0.937
15 C -2.874 -0.036 -2.124
16 C -1.610 -0.082 -2.870
17 N -0.992 1.137 -3.396
18 C 0.186 1.563 -3.316
19 C 1.103 0.747 -2.417
20 N 2.480 0.865 -2.391
21 C 3.148 1.977 -3.075
22 C 4.272 2.518 -2.187
23 N 5.174 1.438 -1.586
24 C 4.439 0.393 -0.879
25 C 3.362 -0.189 -1.791
26 C 0.466 -0.151 -1.440
27 C -0.777 -0.567 -1.650
28 H -3.178 -6.271 4.136
29 H -2.832 -5.383 1.856
30 H -3.740 -0.944 -0.380
31 H -3.720 0.264 -2.681
32 H -1.539 -0.920 -3.550
33 H 0.427 2.540 -3.620
34 H 3.666 1.545 -3.950
35 H 2.523 2.765 -3.378
36 H 4.033 3.268 -1.415
37 H 4.833 3.267 -2.823
38 H 6.014 1.923 -1.079
39 H 4.045 0.878 0.067
40 H 5.223 -0.261 -0.587
41 H 3.806 -0.791 -2.661
42 H 2.723 -0.796 -1.135
43 H 0.906 -0.284 -0.453

The max |F| comes out at 0.11405 hartree/bohr. The calculation puts the LUMO energy at -4.81 eV. Its HOMO-LUMO gap is 0.241 hartree. The total charge is +1.


C16H16ClNO4S | ωB97M-V/def2-TZVPD

Positions of all 39 atoms, in Å:
1 O -0.935 0.838 1.524
2 C -0.964 0.197 0.381
3 N -0.193 0.619 -0.749
4 C 0.103 -0.075 -1.826
5 C 1.341 -0.522 -1.725
6 C 2.704 -0.290 -2.196
7 C 3.702 -1.124 -1.473
8 C 3.014 -1.871 -0.864
9 O 1.743 -1.528 -0.818
10 H 3.291 -2.679 -0.049
11 H 4.920 -1.307 -1.997
12 H 2.982 0.423 -3.198
13 H -0.753 -0.748 -1.896
14 H 0.188 0.476 -2.731
15 C 0.592 2.062 -0.630
16 C 1.827 1.875 0.618
17 H 2.591 1.595 0.157
18 H 1.513 1.201 1.395
19 S 1.876 3.388 1.121
20 O 2.534 3.406 2.640
21 O 2.478 4.476 0.224
22 C 0.272 3.719 1.334
23 C -0.142 3.154 -0.163
24 H -1.169 2.912 -0.104
25 H 0.008 4.027 -1.166
26 H -0.357 3.011 1.978
27 H -0.326 4.846 1.471
28 H 1.161 2.087 -1.619
29 C -1.558 -0.926 0.311
30 C -1.229 -2.151 0.926
31 C -1.863 -3.336 0.626
32 C -3.110 -3.224 -0.152
33 C -3.485 -2.212 -0.710
34 C -2.861 -0.906 -0.540
35 H -3.135 -0.039 -1.045
36 H -4.266 -2.329 -1.365
37 Cl -4.041 -4.733 -0.373
38 H -1.501 -4.291 1.454
39 H -0.265 -2.105 1.455

The max |F| comes out at 0.34190 hartree/bohr. The calculation puts the LUMO energy at -0.64 eV. Its HOMO-LUMO gap is 0.321 hartree. The total charge is 0.


C16H16ClO2W | ωB97M-V/def2-TZVPD

Positions of all 36 atoms, in Å:
1 W -0.670 -0.227 -0.645
2 C -0.379 0.596 2.971
3 C -0.784 -0.346 1.885
4 C 0.111 -1.338 1.408
5 C -0.305 -2.352 0.506
6 C 0.604 -3.467 0.098
7 C -1.630 -2.263 -0.022
8 C -2.559 -1.283 0.418
9 C -3.977 -1.263 -0.054
10 C -2.075 -0.274 1.302
11 H -0.892 1.555 2.905
12 H 0.700 0.738 3.016
13 H -0.674 0.144 3.924
14 H 1.118 -1.383 1.807
15 H 0.821 -3.443 -0.972
16 H 0.104 -4.419 0.291
17 H 1.539 -3.445 0.653
18 H -1.954 -3.008 -0.742
19 H -4.226 -0.326 -0.558
20 H -4.630 -1.331 0.820
21 H -4.195 -2.096 -0.717
22 H -2.757 0.507 1.623
23 Cl 4.174 2.424 1.274
24 C 3.144 2.269 -0.052
25 C 3.602 2.448 -1.346
26 C 2.723 2.331 -2.425
27 C 1.383 2.017 -2.209
28 C 0.887 1.814 -0.879
29 C 1.771 1.999 0.169
30 C 0.628 1.977 -3.403
31 O 0.170 2.050 -4.418
32 O -0.752 0.195 -2.263
33 H 4.641 2.698 -1.527
34 H 3.097 2.490 -3.430
35 H -0.169 2.027 -0.597
36 H 1.412 1.985 1.191

The max |F| comes out at 0.01600 hartree/bohr. The calculation puts the LUMO energy (spin up / spin down) at -12.78 / -13.09 eV. Its HOMO-LUMO gap (spin up / spin down) is 0.262 / 0.251 hartree. The expectation value of S² is 2.019. Its spin multiplicity is 3. The total charge is +3.


C16H16F2N2OS | ωB97M-V/def2-TZVPD

Positions of all 38 atoms, in Å:
1 O -1.566 -0.616 -2.443
2 C -2.146 -1.077 -1.488
3 C -2.433 -2.560 -1.340
4 C -1.234 -3.249 -0.681
5 S -0.968 -2.718 1.049
6 C 0.188 -1.327 0.827
7 C 1.644 -1.757 0.787
8 C 2.531 -0.587 0.450
9 C 3.918 -0.710 0.486
10 C 4.692 0.387 0.152
11 C 4.061 1.568 -0.208
12 C 2.676 1.590 -0.211
13 N 1.932 0.546 0.110
14 N -2.565 -0.344 -0.412
15 C -2.240 0.972 -0.100
16 C -1.395 1.767 -0.867
17 C -1.101 3.045 -0.433
18 F -0.270 3.799 -1.178
19 C -1.617 3.582 0.733
20 C -2.463 2.797 1.498
21 C -2.758 1.518 1.079
22 F -3.576 0.745 1.836
23 H -3.331 -2.737 -0.747
24 H -2.568 -2.983 -2.337
25 H -0.319 -3.048 -1.236
26 H -1.401 -4.324 -0.637
27 H -0.062 -0.809 -0.095
28 H 0.013 -0.654 1.665
29 H 1.943 -2.185 1.747
30 H 1.785 -2.533 0.027
31 H 4.373 -1.647 0.769
32 H 5.771 0.322 0.170
33 H 4.627 2.445 -0.478
34 H 2.128 2.482 -0.485
35 H -3.050 -0.840 0.327
36 H -0.968 1.391 -1.782
37 H -1.361 4.585 1.030
38 H -2.891 3.165 2.416

The max |F| comes out at 0.01210 hartree/bohr. The calculation puts the LUMO energy at 0.68 eV. Its HOMO-LUMO gap is 0.338 hartree. The total charge is 0.


C16H16F3NO6S | ωB97M-V/def2-TZVPD

Positions of all 43 atoms, in Å:
1 O 2.208 -2.267 2.986
2 C 2.694 -1.577 1.949
3 O 3.486 -2.310 0.919
4 C 3.725 -1.283 -0.124
5 O 4.225 -1.386 -1.364
6 C 3.255 0.241 0.256
7 C 3.511 1.593 -0.646
8 C 4.099 2.869 0.196
9 O 4.654 2.477 1.534
10 C 3.078 4.139 0.353
11 F 3.614 5.291 -0.458
12 F 3.018 4.642 1.775
13 F 1.676 3.882 -0.045
14 C 2.575 0.019 1.560
15 C 1.825 1.160 2.469
16 C 0.194 0.802 2.395
17 C -0.460 1.045 0.912
18 S -0.389 -0.428 -0.243
19 H 4.360 1.297 -1.432
20 H 2.564 1.853 -1.324
21 H 5.047 3.277 -0.404
22 H 5.414 3.120 1.698
23 H 1.923 2.250 2.055
24 H 2.147 1.135 3.612
25 H -0.340 1.399 3.261
26 H 0.071 -0.342 2.645
27 H -1.602 1.325 1.043
28 H 0.052 1.945 0.366
29 H 0.612 -0.092 -1.199
30 O -3.102 -0.151 -2.752
31 N -4.294 -0.426 -2.552
32 O -5.235 0.362 -2.727
33 C -4.613 -1.776 -2.072
34 C -3.578 -2.688 -1.825
35 C -3.886 -3.962 -1.345
36 C -5.215 -4.322 -1.119
37 C -6.245 -3.416 -1.376
38 C -5.949 -2.138 -1.853
39 H -2.537 -2.422 -1.996
40 H -3.088 -4.675 -1.144
41 H -5.450 -5.315 -0.739
42 H -7.279 -3.705 -1.200
43 H -6.763 -1.442 -2.045

The max |F| comes out at 0.18025 hartree/bohr. The calculation puts the LUMO energy at -1.41 eV. Its HOMO-LUMO gap is 0.284 hartree. The total charge is 0.


C16H16N2O3 | ωB97M-V/def2-TZVPD

Positions of all 37 atoms, in Å:
1 C -0.219 1.270 0.979
2 C 0.614 1.387 -0.209
3 O 0.337 2.259 -1.053
4 C 1.748 0.430 -0.346
5 C 1.701 -0.842 0.245
6 C 2.701 -1.781 -0.019
7 C 3.795 -1.426 -0.816
8 C 3.875 -0.136 -1.358
9 C 2.839 0.771 -1.159
10 N 0.333 1.230 2.235
11 O -0.296 1.751 3.214
12 O 1.440 0.671 2.434
13 H -1.266 1.562 0.929
14 H 0.874 -1.086 0.905
15 H 2.625 -2.774 0.434
16 H 4.585 -2.158 -1.004
17 H 4.750 0.168 -1.929
18 H 2.876 1.771 -1.594
19 C -1.918 5.712 2.224
20 N -2.548 4.388 2.283
21 C -3.652 4.185 3.154
22 C -3.528 3.212 4.147
23 C -4.492 3.170 5.150
24 C -5.631 3.977 5.056
25 C -5.794 4.865 3.991
26 C -4.779 5.010 3.049
27 C -2.171 3.465 1.434
28 H -2.244 6.305 3.085
29 H -0.830 5.589 2.239
30 H -2.222 6.219 1.300
31 H -2.637 2.570 4.134
32 H -4.340 2.496 5.990
33 H -6.405 3.905 5.818
34 H -6.704 5.451 3.878
35 H -4.843 5.722 2.217
36 H -2.795 2.572 1.367
37 H -1.341 3.684 0.769

The max |F| comes out at 0.05221 hartree/bohr. The calculation puts the LUMO energy at -1.52 eV. Its HOMO-LUMO gap is 0.209 hartree. The total charge is 0.


C16H16N2O4S | ωB97M-V/def2-TZVPD

Positions of all 39 atoms, in Å:
1 C -0.785 -3.494 -0.325
2 C -1.348 -2.119 -0.197
3 C -2.719 -1.896 -0.270
4 C -3.247 -0.616 -0.193
5 C -2.385 0.481 -0.071
6 C -1.019 0.268 0.018
7 C -0.516 -1.019 -0.019
8 S 1.268 -1.244 0.032
9 O 1.734 -1.311 -1.320
10 O 1.600 -2.326 0.917
11 N 1.762 0.221 0.706
12 C 1.550 0.267 2.139
13 C 2.998 0.744 0.242
14 C 4.064 -0.089 -0.063
15 C 5.244 0.452 -0.544
16 C 5.371 1.821 -0.702
17 C 4.312 2.654 -0.382
18 C 3.124 2.119 0.084
19 N -2.931 1.766 -0.092
20 C -4.264 2.010 -0.041
21 O -4.732 3.121 -0.124
22 C -5.113 0.767 0.205
23 O -4.591 -0.447 -0.299
24 H -0.270 -3.777 0.591
25 H -0.043 -3.511 -1.121
26 H -1.568 -4.216 -0.540
27 H -3.402 -2.720 -0.405
28 H -0.340 1.102 0.097
29 H 2.225 -0.415 2.666
30 H 1.710 1.283 2.496
31 H 0.524 -0.036 2.340
32 H 3.954 -1.154 0.069
33 H 6.069 -0.200 -0.790
34 H 6.294 2.241 -1.073
35 H 4.407 3.723 -0.503
36 H 2.292 2.762 0.327
37 H -2.307 2.555 -0.193
38 H -5.259 0.687 1.295
39 H -6.090 0.903 -0.263

The max |F| comes out at 0.02049 hartree/bohr. The calculation puts the LUMO energy at 0.46 eV. Its HOMO-LUMO gap is 0.336 hartree. The total charge is 0.


C16H16N4O4 | ωB97M-V/def2-TZVPD

Positions of all 40 atoms, in Å:
1 C -0.597 -1.717 0.252
2 C -2.076 -1.490 0.187
3 C -2.981 -2.536 0.153
4 C -4.346 -2.303 0.086
5 C -4.817 -1.006 0.051
6 C -3.932 0.061 0.086
7 C -2.568 -0.177 0.153
8 O -1.610 0.803 0.203
9 C -1.982 2.146 0.034
10 C -0.674 2.945 -0.066
11 C 0.297 2.564 1.083
12 N 1.167 1.676 0.372
13 C 0.937 1.710 -0.955
14 N 1.693 0.901 -1.657
15 C 2.461 0.292 -0.710
16 C 2.161 0.744 0.572
17 C 2.806 0.230 1.738
18 O 2.623 0.525 2.900
19 N 3.745 -0.734 1.365
20 C 4.088 -1.213 0.114
21 O 4.935 -2.065 -0.025
22 N 3.403 -0.659 -0.947
23 C 3.675 -1.092 -2.300
24 O -0.016 2.575 -1.289
25 H -0.107 -1.226 -0.588
26 H -0.367 -2.778 0.228
27 H -0.188 -1.287 1.166
28 H -2.610 -3.550 0.179
29 H -5.035 -3.133 0.060
30 H -5.877 -0.811 0.000
31 H -4.317 1.069 0.063
32 H -2.571 2.510 0.888
33 H -2.556 2.285 -0.891
34 H -0.889 4.014 -0.118
35 H -0.215 2.055 1.900
36 H 0.849 3.425 1.476
37 H 4.260 -1.162 2.128
38 H 4.025 -0.247 -2.893
39 H 2.764 -1.483 -2.750
40 H 4.440 -1.864 -2.252

The max |F| comes out at 0.02746 hartree/bohr. The calculation puts the LUMO energy at 0.48 eV. Its HOMO-LUMO gap is 0.317 hartree. The total charge is 0.


C16H17AuN6O2S2 | ωB97M-V/def2-TZVPD

Positions of all 44 atoms, in Å:
1 Au 0.352 -0.029 -0.681
2 C 0.061 2.493 2.771
3 C -1.160 1.860 2.198
4 N -1.144 1.075 1.155
5 C -2.415 0.668 0.822
6 C -3.405 1.148 1.626
7 S -2.726 2.127 2.843
8 C -2.596 -0.229 -0.317
9 C -3.718 -0.912 -0.657
10 S -3.483 -1.816 -2.083
11 C -1.858 -1.364 -2.146
12 N -1.547 -0.497 -1.193
13 C -0.887 -1.917 -3.128
14 H 0.944 1.990 2.379
15 H 0.073 2.426 3.858
16 H 0.109 3.549 2.501
17 H -4.467 0.978 1.572
18 H -4.670 -0.909 -0.154
19 H -1.353 -2.051 -4.102
20 H -0.531 -2.890 -2.783
21 H -0.032 -1.251 -3.241
22 N 1.313 2.576 -1.725
23 C 1.034 3.646 -2.481
24 C -0.187 3.423 -3.082
25 C -0.589 2.167 -2.639
26 N 0.336 1.657 -1.823
27 H 2.156 2.380 -1.205
28 H 1.720 4.474 -2.545
29 H -0.712 4.079 -3.753
30 H -1.487 1.617 -2.858
31 C 4.087 -1.380 1.904
32 N 2.740 -1.870 1.577
33 C 2.226 -3.070 2.072
34 C 1.004 -3.530 1.757
35 C 0.116 -2.799 0.854
36 O -0.986 -3.095 0.470
37 N 0.727 -1.607 0.435
38 C 1.944 -1.189 0.765
39 O 2.222 -0.048 0.183
40 H 4.569 -2.125 2.529
41 H 4.017 -0.440 2.446
42 H 4.659 -1.247 0.989
43 H 2.895 -3.602 2.732
44 H 0.648 -4.467 2.158

The max |F| comes out at 0.00797 hartree/bohr. The calculation puts the LUMO energy at -7.79 eV. Its HOMO-LUMO gap is 0.242 hartree. The total charge is +2.


C16H17BrN2O3S2 | ωB97M-V/def2-TZVPD

Positions of all 41 atoms, in Å:
1 O -0.526 -0.832 -1.585
2 C -0.488 0.152 -0.951
3 N -1.394 0.567 -0.067
4 C -1.238 1.779 0.655
5 H -0.341 1.765 0.888
6 C -2.145 1.766 1.756
7 N -2.376 0.517 2.092
8 S -1.363 -0.604 3.092
9 O -1.954 -1.809 3.471
10 O -0.978 0.468 4.139
11 C 0.286 -1.023 2.234
12 C 0.178 -2.178 1.278
13 C 1.066 -2.399 0.542
14 C 2.458 -1.682 0.924
15 C 2.368 -0.652 1.619
16 C 1.350 -0.065 2.310
17 H 1.150 0.789 2.973
18 H 3.370 0.098 1.785
19 Br 3.966 -2.301 0.082
20 H 1.343 -3.192 0.050
21 H -0.816 -2.696 1.178
22 C -2.881 -0.376 1.149
23 H -4.070 -0.363 1.328
24 C -2.515 0.165 -0.217
25 H -2.642 -1.064 -0.966
26 H -3.410 0.796 -0.532
27 H -2.954 -1.394 1.202
28 H -3.034 2.050 1.698
29 H -1.644 2.258 2.671
30 H -1.371 2.801 0.125
31 C 0.908 0.906 -1.189
32 C 1.386 0.688 -2.682
33 C 2.413 -0.097 -2.947
34 C 2.564 -0.002 -4.486
35 C 1.835 0.883 -5.094
36 S 0.915 1.583 -3.796
37 H 1.732 0.938 -6.111
38 H 3.499 -0.461 -4.786
39 H 2.975 -0.755 -2.313
40 H 1.796 0.737 -0.465
41 H 0.585 2.241 -1.053

The max |F| comes out at 0.38058 hartree/bohr. The calculation puts the LUMO energy at -0.48 eV. Its HOMO-LUMO gap is 0.303 hartree. The total charge is 0.


C16H17Cl2F5O2W | ωB97M-V/def2-TZVPD

Positions of all 43 atoms, in Å:
1 C 0.184 2.200 1.029
2 C -1.142 1.644 0.899
3 C -1.331 1.303 -0.490
4 C -2.152 1.510 1.967
5 C -0.202 1.786 -1.222
6 C 0.745 2.324 -0.299
7 C 2.006 3.007 -0.670
8 C 0.798 2.716 2.278
9 C -2.542 0.708 -1.102
10 C -0.080 1.850 -2.692
11 W 0.409 -0.028 0.326
12 Cl -2.003 -1.496 1.155
13 Cl 0.190 -0.691 2.544
14 O 0.685 -0.594 -1.557
15 H -1.711 1.588 2.954
16 H -2.607 0.511 1.897
17 H -2.945 2.243 1.844
18 H -2.957 -0.070 -0.446
19 H -2.311 0.227 -2.052
20 H -3.307 1.466 -1.264
21 H -0.584 1.012 -3.186
22 H 0.968 1.828 -3.007
23 H -0.514 2.781 -3.091
24 H 2.489 2.503 -1.514
25 H 2.705 2.988 0.172
26 H 1.843 4.056 -0.947
27 H 0.492 2.097 3.124
28 H 0.482 3.750 2.462
29 H 1.888 2.690 2.199
30 H 1.514 -1.095 -1.862
31 O 2.355 0.347 0.498
32 H 2.787 -0.460 0.957
33 F 2.415 -2.603 1.261
34 C 1.329 -3.173 0.648
35 C 0.399 -2.374 0.016
36 C -0.532 -3.046 -0.791
37 F -1.343 -2.374 -1.629
38 C -0.665 -4.442 -0.785
39 F -1.689 -5.050 -1.423
40 C 0.274 -5.205 -0.090
41 F 0.177 -6.546 -0.074
42 C 1.292 -4.583 0.632
43 F 2.191 -5.308 1.328

The max |F| comes out at 0.09009 hartree/bohr. The calculation puts the LUMO energy at -1.96 eV. Its HOMO-LUMO gap is 0.236 hartree. The total charge is 0.


C16H17FN4O3S2 | ωB97M-V/def2-TZVPD

Positions of all 43 atoms, in Å:
1 O 4.046 -2.300 0.860
2 C 3.086 -1.981 1.526
3 C 2.135 -3.015 2.124
4 S 0.758 -3.274 0.950
5 C -0.184 -1.863 1.261
6 N -0.063 -1.092 2.292
7 N -0.886 -0.056 2.288
8 C -1.643 0.013 1.250
9 N -2.585 0.986 1.095
10 C -3.220 1.445 -0.041
11 O -4.179 2.173 0.064
12 C -2.641 1.049 -1.352
13 C -3.495 0.659 -2.379
14 C -2.986 0.356 -3.630
15 C -1.628 0.465 -3.879
16 C -0.798 0.879 -2.852
17 F 0.524 1.005 -3.088
18 C -1.275 1.171 -1.589
19 S -1.416 -1.334 0.124
20 N 2.747 -0.709 1.813
21 C 3.329 0.408 1.107
22 C 2.358 0.938 0.036
23 C 2.935 2.158 -0.711
24 C 1.966 3.298 -0.370
25 C 1.232 2.753 0.856
26 O 1.137 1.361 0.630
27 H 1.713 -2.711 3.079
28 H 2.634 -3.980 2.195
29 H -2.883 1.429 1.959
30 H -4.553 0.593 -2.183
31 H -3.650 0.040 -4.419
32 H -1.211 0.241 -4.848
33 H -0.588 1.477 -0.816
34 H 1.863 -0.529 2.276
35 H 4.247 0.057 0.630
36 H 3.563 1.201 1.823
37 H 2.103 0.116 -0.642
38 H 2.979 1.976 -1.781
39 H 3.940 2.374 -0.352
40 H 2.475 4.236 -0.161
41 H 1.262 3.455 -1.187
42 H 0.220 3.141 0.978
43 H 1.800 2.954 1.774

The max |F| comes out at 0.03685 hartree/bohr. The calculation puts the LUMO energy at -0.03 eV. Its HOMO-LUMO gap is 0.317 hartree. The total charge is 0.